Molecular formula: C25H32N
Method: DFT, ωB97M-V/def2-TZVPD

Atoms and positions in Å:
1 C -0.966 -3.014 3.746
2 C -0.002 -2.165 4.563
3 C 0.261 -0.785 3.949
4 N 0.316 -0.727 2.489
5 C 0.570 0.496 1.888
6 C 0.498 0.651 0.480
7 C 1.252 1.839 -0.100
8 C 2.041 2.740 0.883
9 C 1.340 2.920 2.219
10 C 1.022 1.556 2.844
11 C -0.195 -1.793 1.662
12 C -0.412 -3.148 2.339
13 H -1.066 -4.008 4.192
14 H -1.960 -2.552 3.723
15 H -0.389 -2.025 5.578
16 H 0.952 -2.698 4.663
17 H -0.522 -0.103 4.342
18 H 1.214 -0.435 4.383
19 H 0.745 -0.422 -0.032
20 H 1.969 1.517 -0.872
21 H 0.507 2.473 -0.593
22 H 3.044 2.333 1.068
23 H 2.198 3.726 0.444
24 H 1.955 3.517 2.913
25 H 0.412 3.491 2.097
26 H 0.284 1.752 3.620
27 H 1.909 1.277 3.430
28 H -1.149 -1.475 1.213
29 H 0.530 -1.982 0.863
30 H 0.547 -3.682 2.360
31 H -1.088 -3.721 1.700
32 C -3.756 3.400 -3.622
33 C -2.817 2.418 -2.994
34 C -2.943 2.077 -1.647
35 C -2.058 1.196 -1.048
36 C -0.982 0.634 -1.771
37 C -0.121 -0.388 -1.104
38 C 0.789 -1.208 -1.989
39 C 0.805 -2.605 -1.866
40 C 1.736 -3.365 -2.567
41 C 2.642 -2.759 -3.450
42 C 2.583 -1.369 -3.606
43 C 1.681 -0.599 -2.873
44 C -0.996 0.826 -3.170
45 C -1.842 1.764 -3.754
46 H -3.308 3.862 -4.508
47 H -4.683 2.902 -3.937
48 H -4.034 4.186 -2.911
49 H -3.732 2.550 -1.054
50 H -2.137 0.957 0.013
51 H -0.847 -1.085 -0.675
52 H 0.118 -3.112 -1.183
53 H 1.792 -4.445 -2.413
54 H 3.379 -3.350 -3.997
55 H 3.280 -0.873 -4.286
56 H 1.686 0.488 -2.985
57 H -0.293 0.323 -3.840
58 H -1.762 2.023 -4.815

LUMO level: -3.33 eV
orbital gap: 8.0 eV
energy above the lowest of the compared OMol25 structures with the same formula, charge and spin: 208.8 kJ/mol
E_HOMO: -11.36 eV
F_max: 3.2 eV Å⁻¹
charge: +1
total energy: -27925.5634 eV



Molecular formula: C31H45IN4O6P3Ru
Method: DFT, ωB97M-V/def2-TZVPD

Atoms and positions in Å:
1 Ru 0.292 -0.444 -0.324
2 O -6.881 -3.657 -0.742
3 N -5.722 -3.940 -0.922
4 O -5.306 -4.984 -1.385
5 C -4.713 -2.954 -0.475
6 C -5.046 -2.187 0.576
7 C -4.135 -1.199 1.056
8 C -4.500 -0.284 2.060
9 C -3.631 0.725 2.371
10 C -2.391 0.770 1.721
11 N -1.988 -0.123 0.837
12 C -2.866 -1.083 0.476
13 C -2.506 -1.945 -0.621
14 N -1.278 -1.771 -1.171
15 C -1.063 -2.313 -2.357
16 C -1.959 -3.169 -2.991
17 C -3.139 -3.480 -2.373
18 C -3.453 -2.834 -1.161
19 H -6.022 -2.297 1.031
20 H -5.465 -0.370 2.541
21 H -3.881 1.485 3.098
22 H -1.707 1.577 1.927
23 H -0.150 -2.032 -2.855
24 H -1.706 -3.581 -3.958
25 H -3.835 -4.171 -2.821
26 C 1.580 -3.810 -0.262
27 P 1.789 -2.143 -0.968
28 C 2.173 -2.517 -2.712
29 C 3.430 -1.620 -0.363
30 C 3.626 -0.169 -0.797
31 P 2.316 0.806 0.051
32 C 3.134 0.984 1.679
33 C 2.479 2.486 -0.598
34 H 2.277 -4.471 -0.780
35 H 0.570 -4.193 -0.411
36 H 1.826 -3.832 0.798
37 H 3.140 -3.021 -2.687
38 H 2.240 -1.600 -3.289
39 H 1.457 -3.197 -3.168
40 H 4.199 -2.300 -0.732
41 H 3.428 -1.699 0.727
42 H 3.504 -0.049 -1.872
43 H 4.609 0.211 -0.518
44 H 4.175 1.250 1.491
45 H 3.114 0.062 2.259
46 H 2.687 1.776 2.268
47 H 3.454 2.878 -0.303
48 H 1.700 3.126 -0.188
49 H 2.388 2.484 -1.680
50 I 0.453 -1.646 2.008
51 C 0.494 0.055 3.317
52 C 0.606 -0.120 4.683
53 C 0.622 1.048 5.433
54 C 0.530 2.278 4.791
55 C 0.422 2.304 3.412
56 N 0.404 1.185 2.674
57 H 0.680 -1.096 5.141
58 H 0.704 0.996 6.510
59 H 0.544 3.199 5.355
60 H 0.346 3.239 2.869
61 C -0.272 4.498 -1.756
62 C -0.504 3.724 -3.041
63 C -0.020 4.499 -4.251
64 C -1.966 3.334 -3.178
65 O 0.389 2.533 -2.953
66 P -0.024 1.036 -2.763
67 O -0.966 0.817 -1.592
68 O 1.224 0.214 -2.422
69 O -0.723 0.540 -4.071
70 C -0.181 0.386 -5.443
71 C 1.189 1.026 -5.588
72 C -1.201 1.044 -6.353
73 C -0.117 -1.110 -5.691
74 H -0.917 5.377 -1.735
75 H 0.763 4.832 -1.683
76 H -0.516 3.874 -0.893
77 H -0.528 5.462 -4.295
78 H -0.235 3.963 -5.175
79 H 1.054 4.678 -4.188
80 H -2.547 4.245 -3.318
81 H -2.331 2.822 -2.288
82 H -2.135 2.694 -4.043
83 H 1.144 2.109 -5.488
84 H 1.576 0.792 -6.580
85 H 1.893 0.636 -4.852
86 H -1.315 2.100 -6.107
87 H -2.172 0.558 -6.262
88 H -0.872 0.971 -7.389
89 H 0.661 -1.573 -5.080
90 H 0.118 -1.306 -6.737
91 H -1.080 -1.568 -5.465

LUMO level (spin up / spin down): -6.27 / -6.45 eV
orbital gap (spin up / spin down): 7.8 / 7.9 eV
multiplicity: 2
energy above the lowest of the compared OMol25 structures with the same formula, charge and spin: 28.2 kJ/mol
E_HOMO (spin up / spin down): -14.08 / -14.32 eV
F_max: 1.8 eV Å⁻¹
charge: +2
total energy: -89661.6739 eV



Molecular formula: C30H28MoN3O9PSSe2
Method: DFT, ωB97M-V/def2-TZVPD

Atoms and positions in Å:
1 Mo -0.484 -1.202 -0.220
2 O 4.228 -4.681 3.794
3 C 3.954 -3.481 3.837
4 O 4.350 -2.543 4.541
5 C 2.929 -3.012 2.823
6 C 3.299 -2.591 1.544
7 C 2.359 -2.127 0.655
8 N 1.051 -2.074 0.977
9 C 0.679 -2.488 2.210
10 C 1.564 -2.961 3.140
11 C -0.796 -2.364 2.461
12 O -1.372 -2.750 3.440
13 O -1.384 -1.790 1.410
14 H 4.338 -2.621 1.247
15 H 2.624 -1.791 -0.339
16 H 1.200 -3.281 4.106
17 Se -0.010 1.171 0.755
18 P -2.177 1.284 0.567
19 Se -2.685 -0.076 -1.082
20 C -2.670 2.979 0.215
21 C -2.881 3.850 1.282
22 C -3.167 5.181 1.031
23 C -3.251 5.640 -0.276
24 C -3.050 4.769 -1.337
25 C -2.754 3.439 -1.095
26 C -3.033 0.792 2.070
27 C -2.347 0.667 3.272
28 C -3.036 0.306 4.421
29 C -4.400 0.074 4.364
30 C -5.085 0.200 3.162
31 C -4.405 0.556 2.011
32 H -2.829 3.489 2.301
33 H -3.331 5.859 1.857
34 H -3.480 6.679 -0.467
35 H -3.124 5.128 -2.353
36 H -2.593 2.756 -1.920
37 H -1.277 0.826 3.304
38 H -2.499 0.186 5.351
39 H -4.933 -0.220 5.258
40 H -6.149 0.009 3.120
41 H -4.936 0.635 1.070
42 O 2.786 -0.905 -2.363
43 C 1.638 -0.584 -2.542
44 O 0.661 -0.911 -1.708
45 C 1.165 0.307 -3.669
46 N 2.119 0.282 -4.786
47 C 1.967 1.599 -5.426
48 C 1.772 2.597 -4.284
49 C 1.060 1.784 -3.187
50 H 0.189 -0.039 -4.020
51 H 1.721 -0.852 -5.590
52 H 3.054 0.189 -4.389
53 H 1.075 1.562 -6.059
54 H 2.821 1.811 -6.066
55 H 1.206 3.474 -4.593
56 H 2.742 2.942 -3.923
57 H 0.016 2.065 -3.053
58 H 1.552 1.913 -2.222
59 N -1.103 -3.305 -0.929
60 C -0.491 -3.489 -2.215
61 C -1.154 -3.010 -3.336
62 C -0.465 -2.896 -4.528
63 C 0.874 -3.257 -4.580
64 C 1.508 -3.814 -3.482
65 C 0.816 -3.939 -2.287
66 S 1.811 -2.933 -6.045
67 O 3.191 -2.984 -5.671
68 O 1.301 -3.725 -7.114
69 O 1.396 -1.454 -6.339
70 H -2.119 -3.339 -0.979
71 H -0.794 -3.996 -0.249
72 H -2.181 -2.671 -3.262
73 H -0.947 -2.483 -5.403
74 H 2.552 -4.079 -3.545
75 H 1.322 -4.306 -1.401

LUMO level (spin up / spin down): -2.41 / -2.24 eV
orbital gap (spin up / spin down): 5.6 / 5.7 eV
multiplicity: 3
energy above the lowest of the compared OMol25 structures with the same formula, charge and spin: 1.8 kJ/mol
E_HOMO (spin up / spin down): -7.98 / -7.93 eV
F_max: 2.2 eV Å⁻¹
charge: 0
total energy: -207138.3328 eV



Molecular formula: CH4N4S4
Method: DFT, ωB97M-V/def2-TZVPD

Atoms and positions in Å:
1 C -0.931 0.714 -0.417
2 N 1.338 -0.125 1.458
3 N -0.954 -0.513 -0.788
4 N 2.750 -0.446 -0.434
5 N -3.141 -0.290 0.298
6 S 0.428 1.623 -0.808
7 S -2.268 1.229 0.676
8 S 2.087 0.738 0.459
9 S -2.036 -1.526 -0.323
10 H 0.842 0.291 2.278
11 H 2.211 -1.184 -0.494
12 H 3.308 -0.321 -1.309
13 H -3.635 -0.190 -0.596

LUMO level: -0.22 eV
orbital gap: 7.6 eV
energy above the lowest of the compared OMol25 structures with the same formula, charge and spin: 0.0 kJ/mol
E_HOMO: -7.86 eV
F_max: 6.0 eV Å⁻¹
charge: 0
total energy: -50399.5154 eV



Molecular formula: C56H100O26
Method: DFT, ωB97M-V/def2-TZVPD

Atoms and positions in Å:
1 C 0.235 0.884 5.607
2 C -0.046 1.413 6.990
3 C -0.945 0.357 7.576
4 O -1.613 -0.191 6.416
5 C -0.783 -0.211 5.320
6 H 1.249 0.491 5.537
7 H 0.265 1.690 4.873
8 H -0.508 2.388 6.836
9 H 0.890 1.588 7.519
10 H -1.717 0.766 8.228
11 H -0.524 -0.444 8.183
12 H -1.435 0.043 4.483
13 H -0.345 -1.189 5.123
14 C 4.188 3.487 4.400
15 C 4.136 2.648 3.142
16 C 2.788 2.992 2.443
17 O 2.342 4.158 3.074
18 C 2.769 4.062 4.476
19 H 4.893 4.310 4.287
20 H 4.446 3.014 5.347
21 H 4.152 1.572 3.309
22 H 4.976 2.873 2.484
23 H 2.006 2.250 2.602
24 H 2.948 3.151 1.377
25 H 2.021 3.457 4.987
26 H 2.813 5.076 4.874
27 C -5.264 -2.748 -0.336
28 C -5.232 -2.471 -1.822
29 C -3.888 -3.102 -2.238
30 O -3.086 -2.896 -1.073
31 C -3.809 -2.663 0.108
32 H -5.542 -3.795 -0.211
33 H -5.988 -2.108 0.169
34 H -5.109 -1.452 -2.188
35 H -6.049 -2.926 -2.382
36 H -3.489 -2.655 -3.149
37 H -4.046 -4.171 -2.387
38 H -3.653 -1.635 0.437
39 H -3.645 -3.375 0.917
40 C -1.125 0.069 -5.587
41 C -1.174 -0.540 -7.024
42 C -2.209 -1.700 -6.894
43 O -2.309 -2.026 -5.518
44 C -1.322 -1.193 -4.785
45 H -1.910 0.816 -5.473
46 H -0.190 0.586 -5.373
47 H -0.191 -0.939 -7.274
48 H -1.428 0.156 -7.824
49 H -1.880 -2.632 -7.355
50 H -3.179 -1.483 -7.343
51 H -0.331 -1.636 -4.691
52 H -1.733 -1.014 -3.792
53 C 2.609 4.548 -4.655
54 C 2.828 5.126 -6.042
55 C 3.739 4.033 -6.651
56 O 3.465 2.820 -5.947
57 C 2.491 3.081 -4.934
58 H 1.738 5.048 -4.231
59 H 3.530 4.725 -4.100
60 H 3.390 6.058 -5.980
61 H 1.962 5.280 -6.686
62 H 4.794 4.290 -6.561
63 H 3.403 3.927 -7.682
64 H 2.783 2.463 -4.085
65 H 1.449 2.841 -5.146
66 C -4.193 1.644 -1.456
67 C -2.753 1.276 -1.947
68 C -2.083 2.630 -2.180
69 O -2.754 3.371 -1.142
70 C -4.110 3.148 -1.198
71 H -4.399 1.111 -0.528
72 H -4.986 1.459 -2.180
73 H -2.805 0.599 -2.799
74 H -2.156 0.808 -1.164
75 H -2.321 3.050 -3.157
76 H -0.998 2.691 -2.095
77 H -4.633 3.610 -2.036
78 H -4.578 3.508 -0.282
79 C -1.750 3.272 3.973
80 C -1.316 4.274 2.935
81 C -2.483 4.332 1.980
82 O -3.585 4.108 2.868
83 C -3.285 3.340 4.008
84 H -1.369 3.570 4.950
85 H -1.441 2.245 3.780
86 H -0.434 3.870 2.438
87 H -1.164 5.211 3.471
88 H -2.505 3.487 1.292
89 H -2.389 5.206 1.336
90 H -3.836 2.402 3.939
91 H -3.490 3.900 4.920
92 C 4.855 2.332 -1.414
93 C 6.323 2.341 -1.998
94 C 6.228 3.648 -2.785
95 O 5.363 4.518 -2.010
96 C 4.684 3.819 -0.979
97 H 4.789 1.618 -0.593
98 H 4.139 2.146 -2.215
99 H 6.590 1.521 -2.665
100 H 7.095 2.337 -1.229
101 H 5.802 3.546 -3.783
102 H 7.126 4.226 -3.006
103 H 3.624 4.048 -0.865
104 H 5.333 4.011 -0.125
105 C 3.155 -1.716 -5.223
106 C 4.052 -1.845 -3.961
107 C 4.053 -0.549 -3.101
108 O 3.738 -0.938 -1.822
109 C 3.356 -2.229 -1.809
110 O 2.738 -2.846 -0.951
111 O 3.518 -2.755 -3.051
112 H 2.978 -2.725 -5.596
113 H 3.473 -1.046 -6.022
114 H 2.162 -1.415 -4.891
115 H 5.077 -2.113 -4.217
116 H 3.278 0.074 -3.547
117 H 5.044 -0.097 -3.137
118 C 0.058 -4.095 -2.876
119 C 0.673 -5.174 -2.017
120 C 0.081 -5.307 -0.631
121 O -0.002 -6.680 -0.489
122 C 0.146 -7.273 -1.657
123 O 0.197 -8.485 -1.863
124 O 0.254 -6.340 -2.652
125 H 0.389 -3.082 -2.649
126 H -1.025 -4.209 -2.918
127 H 0.472 -4.157 -3.882
128 H 1.754 -5.219 -1.888
129 H -0.940 -4.927 -0.646
130 H 0.662 -4.759 0.110
131 C -2.463 -6.002 2.146
132 C -2.152 -4.786 3.011
133 C -1.305 -4.872 4.284
134 O -0.300 -3.915 3.989
135 C -0.426 -3.398 2.826
136 O 0.335 -2.556 2.395
137 O -1.403 -4.001 2.140
138 H -1.530 -6.466 1.827
139 H -3.090 -5.787 1.280
140 H -2.967 -6.665 2.849
141 H -3.109 -4.323 3.253
142 H -0.810 -5.842 4.336
143 H -1.852 -4.649 5.200
144 C -0.678 0.696 1.482
145 C 0.292 0.005 0.525
146 C -0.112 -1.017 -0.518
147 O 0.270 -0.488 -1.789
148 C 0.899 0.683 -1.552
149 O 1.430 1.388 -2.401
150 O 0.883 0.984 -0.238
151 H -1.375 1.352 0.959
152 H -0.061 1.292 2.153
153 H -1.203 0.026 2.162
154 H 1.042 -0.459 1.166
155 H -1.188 -1.166 -0.427
156 H 0.394 -1.953 -0.280
157 C -6.607 1.705 1.789
158 C -5.987 0.919 2.930
159 C -6.588 -0.517 3.207
160 O -5.414 -1.277 3.496
161 C -4.310 -0.660 3.119
162 O -3.131 -1.044 3.223
163 O -4.660 0.543 2.553
164 H -6.523 1.161 0.849
165 H -6.154 2.694 1.732
166 H -7.615 1.979 2.102
167 H -5.921 1.547 3.819
168 H -7.140 -0.827 2.320
169 H -7.182 -0.565 4.120
170 C 4.916 -1.695 1.783
171 C 3.467 -1.888 2.270
172 C 3.206 -3.370 2.676
173 O 2.924 -3.274 4.033
174 C 3.027 -2.064 4.520
175 O 2.652 -1.748 5.647
176 O 3.368 -1.209 3.511
177 H 5.273 -0.707 2.074
178 H 5.009 -1.627 0.699
179 H 5.579 -2.457 2.192
180 H 2.757 -1.566 1.508
181 H 4.112 -3.927 2.435
182 H 2.350 -3.881 2.236

LUMO level: 0.39 eV
orbital gap: 9.4 eV
E_HOMO: -9.05 eV
F_max: 4.2 eV Å⁻¹
charge: 0
total energy: -112924.4875 eV



Molecular formula: C18H23BrFN3O4
Method: DFT, ωB97M-V/def2-TZVPD

Atoms and positions in Å:
1 C -4.252 -0.536 -3.960
2 O -3.449 0.674 -4.028
3 C -2.512 0.786 -2.911
4 C -3.042 1.211 -1.572
5 C -3.866 2.487 -1.556
6 O -3.122 3.688 -2.120
7 C -3.117 3.851 -3.554
8 N -1.779 1.163 -0.672
9 C -0.983 2.333 -0.504
10 C 0.286 2.231 0.113
11 Br 1.540 3.703 0.092
12 N 0.765 0.915 0.383
13 C 0.058 -0.202 0.203
14 N 0.556 -1.486 0.524
15 C 1.721 -1.607 1.308
16 C 2.935 -1.550 0.733
17 C 3.223 -1.091 -0.678
18 C 4.061 -1.620 1.516
19 C 4.146 -1.797 2.936
20 O 5.393 -1.999 3.398
21 C 5.588 -2.200 4.837
22 F 6.436 -1.240 5.347
23 C 2.920 -1.849 3.477
24 C 1.687 -1.748 2.765
25 C 0.411 -1.874 3.571
26 C -1.349 -0.132 -0.213
27 O -2.039 -1.128 -0.097
28 H -5.189 -0.329 -4.525
29 H -3.675 -1.259 -4.508
30 H -4.503 -0.878 -2.886
31 H -2.036 -0.198 -2.770
32 H -1.749 1.437 -3.355
33 H -3.768 0.444 -1.313
34 H -4.791 2.196 -2.099
35 H -4.091 2.733 -0.561
36 H -3.501 4.830 -3.860
37 H -2.042 3.777 -3.760
38 H -3.708 3.053 -4.048
39 H -1.213 3.387 -0.712
40 H -0.261 -2.054 0.675
41 H 4.117 -1.526 -1.074
42 H 3.061 -0.046 -0.702
43 H 2.487 -1.734 -1.220
44 H 4.988 -1.458 1.052
45 H 4.707 -2.029 5.403
46 H 5.831 -3.293 4.851
47 H 2.900 -2.163 4.565
48 H 0.093 -2.899 3.749
49 H -0.417 -1.435 3.103
50 H 0.547 -1.536 4.657

LUMO level: 0.28 eV
orbital gap: 8.3 eV
energy above the lowest of the compared OMol25 structures with the same formula, charge and spin: 260.5 kJ/mol
E_HOMO: -8.05 eV
F_max: 4.8 eV Å⁻¹
charge: 0
total energy: -104455.0410 eV



Molecular formula: C9H17BN
Method: DFT, ωB97M-V/def2-TZVPD

Atoms and positions in Å:
1 C -0.466 -2.623 -0.026
2 B -1.024 -1.136 -0.155
3 C -2.559 -0.759 -0.646
4 C -2.929 0.442 -0.297
5 C -2.114 1.466 0.372
6 C -0.771 1.440 0.555
7 C 0.140 0.273 0.589
8 C 0.758 0.138 1.951
9 N 1.335 0.684 -0.282
10 C 2.365 -0.362 -0.346
11 C 0.950 1.214 -1.670
12 H -1.022 -3.509 0.333
13 H 0.432 -2.534 0.684
14 H -0.086 -2.777 -1.158
15 H -3.097 -1.492 -1.161
16 H -3.985 0.763 -0.512
17 H -2.656 2.422 0.620
18 H -0.323 2.243 1.139
19 H 0.188 -0.195 2.829
20 H 1.354 1.063 2.252
21 H 1.506 -0.710 1.853
22 H 1.853 1.463 0.196
23 H 1.825 -1.329 -0.631
24 H 3.048 -0.103 -1.163
25 H 2.842 -0.501 0.621
26 H 1.641 2.051 -2.027
27 H 0.776 0.502 -2.421
28 H 0.020 1.865 -1.497

LUMO level: -3.97 eV
orbital gap: 8.8 eV
energy above the lowest of the compared OMol25 structures with the same formula, charge and spin: 109.3 kJ/mol
E_HOMO: -12.78 eV
F_max: 5.4 eV Å⁻¹
charge: +1
total energy: -11765.5068 eV



- Which formula does entry 4 have?
  CH4N4S4